No. 1
{"formula": "C13H43BF4N11O8", "method": "ωB97M-V/def2-TZVPD", "symbols": ["B", "F", "F", "F", "F", "C", "C", "C", "O", "C", "N", "H", "H", "H", "H", "H", "H", "H", "H", "H", "H", "H", "C", "C", "O", "H", "H", "H", "H", "H", "H", "C", "C", "O", "H", "H", "H", "H", "H", "H", "C", "O", "N", "N", "H", "H", "H", "H", "C", "O", "N", "N", "H", "H", "H", "H", "C", "O", "N", "N", "H", "H", "H", "H", "C", "O", "N", "N", "H", "H", "H", "H", "C", "O", "N", "N", "H", "H", "H", "H"], "xyz": [[-1.944661, -14.561323, 28.563527], [-2.607531, -13.420716, 29.041454], [-2.820182, -15.677229, 28.597778], [-1.510238, -14.356389, 27.258576], [-0.867052, -14.853025, 29.433470], [1.356222, -10.364466, 33.825594], [0.126109, -9.577689, 33.341605], [-0.644735, -10.321706, 32.266453], [-1.670501, -9.485875, 31.781395], [-2.545501, -10.162552, 30.906558], [-0.664915, -9.217534, 34.518326], [2.090581, -10.444195, 33.020526], [1.054316, -11.363172, 34.143686], [1.855900, -9.762050, 34.582014], [0.561392, -8.677978, 32.889764], [-1.013617, -11.228343, 32.749402], [0.050474, -10.585997, 31.460436], [-3.033372, -9.409325, 30.288950], [-3.321239, -10.750164, 31.414941], [-1.982283, -10.859253, 30.275308], [-0.755406, -10.034634, 35.112689], [-1.592413, -8.928751, 34.225833], [-1.867665, -19.802127, 27.415453], [-2.145027, -18.833454, 28.564050], [-1.104583, -17.873619, 28.663541], [-2.667021, -20.549705, 27.356972], [-0.936945, -20.357692, 27.519879], [-1.902534, -19.236509, 26.484612], [-2.292150, -19.349547, 29.513848], [-3.069668, -18.321351, 28.276005], [-1.472417, -17.023035, 28.395147], [0.470081, -16.426385, 25.531221], [1.381411, -16.924738, 24.430258], [0.756702, -17.998949, 23.685304], [1.097846, -15.895650, 26.255144], [-0.176474, -17.132163, 26.043997], [-0.103239, -15.590768, 25.154710], [2.385724, -17.218148, 24.738560], [1.500413, -16.112627, 23.709037], [1.231253, -18.796760, 23.929769], [0.532668, -14.199176, 32.683384], [1.122258, -13.963359, 33.728222], [-0.695012, -13.700591, 32.373777], [1.047985, -15.001444, 31.704398], [-1.249685, -13.220789, 33.051262], [-1.118574, -14.019343, 31.520427], [1.858281, -15.538581, 31.945768], [0.670742, -15.021859, 30.773661], [2.016381, -13.452549, 27.161577], [3.176333, -13.184854, 26.865687], [0.950173, -13.202082, 26.367253], [1.693269, -13.994223, 28.376156], [1.085384, -12.958677, 25.402442], [0.028403, -13.387924, 26.733952], [0.749916, -14.206463, 28.674141], [2.464508, -14.308886, 28.934605], [-4.209021, -15.746475, 32.059860], [-4.776461, -16.032075, 33.110177], [-4.076993, -16.599677, 31.014269], [-3.716234, -14.482702, 31.857599], [-3.759247, -16.188043, 30.148911], [-4.514789, -17.498796, 30.995480], [-3.351426, -14.238104, 30.952354], [-3.724628, -13.847609, 32.629519], [-1.755751, -13.482762, 23.416935], [-0.566318, -13.440802, 23.132322], [-2.271278, -14.445466, 24.250543], [-2.690477, -12.619936, 22.939898], [-3.091897, -14.224350, 24.785576], [-1.549196, -14.990740, 24.695777], [-3.615030, -12.611509, 23.343558], [-2.462666, -11.998607, 22.189643], [-5.018372, -12.645814, 26.072387], [-5.457633, -12.468313, 24.938826], [-4.489783, -13.837676, 26.462610], [-4.833639, -11.612126, 26.943342], [-4.697910, -14.629442, 25.882635], [-4.038974, -13.946390, 27.352788], [-4.476933, -11.780029, 27.867732], [-5.229128, -10.722248, 26.708205]], "forces_ev_per_angstrom": [[0.250, -0.033, 0.227], [-0.291, -0.036, 0.003], [-0.174, 0.342, -0.284], [-0.071, -0.121, 0.238], [-0.172, 0.128, -0.161], [-0.335, 0.345, -0.775], [1.044, 0.204, 0.181], [0.660, 0.367, 0.592], [-0.311, -0.159, 0.132], [0.159, -0.099, -0.244], [-0.087, 0.088, -0.324], [-0.158, -0.290, -0.095], [0.344, -0.028, 0.299], [-0.181, -0.309, 0.400], [-0.489, 0.234, 0.037], [-0.338, -0.101, -0.297], [-0.159, -0.208, -0.088], [-0.010, -0.049, -0.043], [0.098, 0.090, 0.253], [-0.081, 0.092, -0.156], [-0.112, 0.019, 0.013], [-0.015, -0.018, 0.085], [-0.501, -0.214, 0.232], [0.013, 0.103, -0.933], [0.033, -0.156, 0.077], [-0.021, 0.053, 0.049], [0.165, 0.255, -0.010], [0.328, -0.111, -0.093], [0.110, 0.048, 0.079], [-0.147, -0.026, 0.419], [0.132, -0.198, 0.229], [0.869, 1.040, 0.470], [-0.765, -0.224, -0.890], [0.460, 0.014, 0.207], [-0.079, -0.362, 0.297], [0.216, -0.322, -0.127], [-0.278, -0.173, -0.205], [-0.118, -0.086, 0.323], [0.159, 0.016, 0.088], [-0.189, -0.118, -0.069], [0.150, 0.010, 0.205], [-0.165, -0.091, 0.086], [0.076, -0.040, -0.573], [0.223, 0.011, 0.075], [0.134, -0.074, 0.200], [-0.272, 0.024, 0.121], [0.116, 0.118, -0.134], [-0.087, -0.265, 0.145], [0.451, 0.414, 0.140], [-0.126, -0.340, -0.171], [-0.331, 0.163, 0.122], [-0.050, -0.137, 0.294], [-0.033, 0.080, 0.021], [0.108, -0.040, -0.507], [0.353, -0.022, -0.285], [-0.008, 0.142, 0.076], [-1.115, 0.036, 1.147], [0.351, -0.194, -0.146], [0.502, 0.662, -0.617], [0.123, -0.532, -0.711], [0.049, -0.549, -0.067], [-0.148, 0.054, 0.307], [0.079, 0.412, 0.167], [-0.085, 0.051, -0.018], [0.195, -0.135, 0.213], [-0.102, 0.003, -0.256], [0.301, -0.090, -0.282], [-0.349, 0.127, 0.058], [0.109, 0.013, 0.144], [-0.403, 0.120, 0.188], [-0.062, 0.062, -0.220], [0.150, 0.124, 0.115], [0.973, 0.589, -0.779], [-0.371, -0.195, 0.192], [-0.398, 0.047, 0.110], [-0.168, -0.328, 0.281], [-0.065, -0.127, 0.205], [-0.058, -0.210, 0.025], [-0.031, 0.117, 0.029], [0.023, 0.000, -0.033]], "homo_lumo_gap_ev": 9.564, "e_lumo_ev": 2.2, "de_lowest_ev": 0.000, "charge": -1, "e_homo_ev": -7.33}

=====

No. 2
{"formula": "C13H46N4O11", "method": "ωB97M-V/def2-TZVPD", "symbols": ["C", "O", "C", "C", "N", "C", "C", "O", "C", "H", "H", "H", "H", "H", "H", "H", "H", "H", "H", "H", "H", "H", "H", "H", "C", "O", "C", "C", "N", "C", "C", "O", "C", "H", "H", "H", "H", "H", "H", "H", "H", "H", "H", "H", "H", "H", "H", "H", "C", "O", "N", "N", "H", "H", "H", "H", "O", "H", "H", "O", "H", "H", "O", "H", "H", "O", "H", "H", "O", "H", "H", "O", "H", "H"], "xyz": [[4.895079, -25.427176, 16.413166], [4.818008, -26.482723, 17.297092], [6.056992, -26.998034, 17.691256], [5.824883, -28.401770, 18.344249], [5.591555, -29.554277, 17.466200], [6.943313, -29.882124, 16.830742], [6.696092, -30.929723, 15.819344], [6.503432, -32.288508, 16.392144], [6.170237, -33.175833, 15.336170], [3.862442, -25.224096, 16.129391], [5.362074, -25.559667, 15.437223], [5.342576, -24.507613, 16.790321], [6.530452, -26.354516, 18.432763], [6.804295, -27.043379, 16.899059], [5.027532, -28.282984, 19.077878], [6.758856, -28.484921, 18.900018], [5.123220, -30.381295, 17.807941], [7.569871, -30.173738, 17.673645], [7.380728, -29.057958, 16.267258], [7.554412, -30.906860, 15.147879], [5.776760, -30.757476, 15.259662], [5.900413, -34.178937, 15.666440], [6.973625, -33.291150, 14.608592], [5.336548, -32.948626, 14.671768], [3.850053, -20.630720, 13.185002], [2.891607, -19.582059, 12.799419], [3.003198, -19.100962, 11.522951], [2.746063, -20.196610, 10.456245], [2.691784, -19.471286, 9.142660], [1.365653, -18.882159, 8.970794], [1.122615, -18.332103, 7.507983], [1.675560, -19.206531, 6.549478], [1.254497, -20.581631, 6.431593], [3.494609, -21.541053, 12.702234], [3.942316, -20.861000, 14.246399], [4.842439, -20.263505, 12.923448], [4.004461, -18.709258, 11.343716], [2.355936, -18.239533, 11.358370], [1.901400, -20.835740, 10.713434], [3.533449, -20.950245, 10.443614], [2.788646, -20.141857, 8.393623], [1.161438, -18.017028, 9.601625], [0.461487, -19.465615, 9.144446], [1.631962, -17.368642, 7.487678], [0.099376, -18.004538, 7.324194], [0.202096, -20.620712, 6.150473], [1.366361, -21.016327, 7.424878], [1.821912, -21.239862, 5.773662], [0.269453, -23.475054, 12.737554], [0.728964, -24.269344, 13.469925], [-0.704071, -23.838934, 11.891479], [0.486937, -22.191925, 12.797381], [-0.962961, -24.811511, 11.976170], [-1.062750, -23.208425, 11.188689], [0.040682, -21.568610, 12.139788], [1.211056, -21.909016, 13.442144], [3.023478, -26.138583, 13.668281], [3.692765, -25.509669, 13.937997], [2.299191, -25.597916, 13.353138], [4.735943, -23.900498, 13.591039], [5.527128, -23.891090, 14.129719], [5.059053, -23.900350, 12.690026], [0.449540, -25.733536, 15.877786], [0.558230, -25.119048, 16.603611], [0.090201, -25.203470, 15.166358], [1.806742, -23.958009, 17.766095], [1.346312, -23.577984, 18.514305], [2.636708, -24.268859, 18.127702], [2.574812, -22.684572, 15.337343], [2.200170, -23.306556, 15.961055], [2.897688, -23.229443, 14.619640], [4.436669, -21.497529, 17.348189], [3.632681, -21.544429, 16.830857], [4.206179, -21.897511, 18.186708]], "forces_ev_per_angstrom": [[-1.162, 1.343, -1.029], [0.612, -0.602, 0.019], [-0.648, -1.336, 0.325], [-0.055, 0.541, 0.135], [2.217, 2.041, -1.333], [-2.870, -0.447, 1.319], [0.105, -2.096, -0.185], [-0.127, 0.910, -1.063], [0.189, -0.625, -0.518], [-0.113, 0.267, 0.149], [0.537, -1.012, 0.059], [0.090, 0.112, 0.602], [-0.064, 0.150, 0.467], [-0.226, -0.129, -0.555], [-0.120, -0.052, -0.091], [0.303, -0.632, 0.492], [0.280, 0.255, 0.482], [0.706, -0.234, -0.369], [-0.316, 0.366, 0.442], [0.069, -0.603, -0.337], [0.128, 0.556, -0.094], [0.362, 0.114, 0.738], [0.595, 0.014, 0.164], [-0.520, 1.023, 0.398], [-0.601, 0.948, -0.867], [-0.176, -0.620, 2.759], [0.828, -1.022, -1.294], [0.645, 1.036, -0.466], [-1.394, -0.705, 0.934], [-1.401, 1.255, -1.620], [1.133, -0.507, 1.551], [0.712, -0.170, -1.710], [-0.840, 0.963, 1.710], [0.739, -0.164, -0.208], [-0.894, 0.615, 0.154], [0.157, -0.482, -0.620], [0.417, 0.029, -0.134], [-0.390, -0.231, 0.368], [-0.751, 0.413, -0.154], [0.518, 0.401, -0.149], [0.353, -0.009, -0.058], [0.557, 0.102, 0.286], [0.278, -1.189, 0.472], [0.738, -0.253, -0.693], [-0.559, -0.782, 0.040], [-0.131, -0.122, -0.071], [-0.353, -0.428, 0.085], [0.445, 0.944, -0.355], [-2.662, 0.885, -1.586], [2.583, -3.409, 3.047], [-1.192, -0.634, -1.367], [1.043, 2.820, 0.013], [-0.115, 0.316, -0.525], [-0.097, -0.519, 0.080], [0.434, 0.125, 0.388], [-0.073, 0.465, -0.098], [0.034, -0.806, -0.036], [0.233, 0.290, -0.209], [-0.407, 0.260, 0.056], [-0.630, 0.128, 0.393], [0.558, 0.199, 0.301], [0.168, -0.027, -0.716], [-0.340, -0.460, 0.304], [0.232, 0.123, 0.255], [0.180, 0.175, -0.503], [-0.222, 0.083, -0.033], [-0.236, 0.221, 0.216], [0.435, -0.336, 0.000], [-0.066, 0.766, 0.031], [-0.336, -0.253, 0.315], [0.375, -0.270, -0.434], [0.503, 0.301, 0.278], [-0.363, -0.287, -0.572], [-0.041, -0.098, 0.222]], "homo_lumo_gap_ev": [1.911, 9.225], "s2": 0.750, "e_lumo_ev": [2.4, 2.5], "charge": -1, "e_homo_ev": [0.48, -6.72], "spin_multiplicity": 2}

=====

No. 3
{"formula": "C13H46N6O10", "method": "ωB97M-V/def2-TZVPD", "symbols": ["C", "O", "H", "H", "H", "H", "C", "O", "H", "H", "H", "H", "C", "O", "H", "H", "H", "H", "C", "O", "H", "H", "H", "H", "C", "O", "N", "N", "H", "H", "H", "H", "C", "O", "N", "N", "H", "H", "H", "H", "C", "O", "N", "N", "H", "H", "H", "H", "C", "C", "O", "H", "H", "H", "H", "H", "H", "C", "C", "O", "H", "H", "H", "H", "H", "H", "C", "C", "O", "H", "H", "H", "H", "H", "H"], "xyz": [[-2.897560, 4.650079, 1.111051], [-2.469984, 4.181294, -0.165611], [-2.737215, 5.695113, 1.339157], [-3.957819, 4.376095, 1.170636], [-2.411362, 4.062970, 1.896727], [-2.488026, 3.220128, -0.142357], [-1.425621, 1.275934, 3.027381], [-2.030305, 1.615746, 1.779186], [-0.422208, 0.892856, 2.916198], [-1.490616, 2.134347, 3.712889], [-2.081449, 0.579154, 3.569026], [-2.977365, 1.726903, 1.888562], [-0.068080, 0.607507, -5.403476], [1.262286, 0.397015, -4.912968], [-0.140898, 1.484137, -6.044003], [-0.349449, -0.276211, -5.978927], [-0.769925, 0.613763, -4.560807], [1.602562, 1.248490, -4.613459], [-0.186696, 0.353822, -0.816073], [0.069302, 0.152820, -2.202018], [-1.100009, 0.914223, -0.600775], [-0.140392, -0.579421, -0.256483], [0.666403, 0.916891, -0.435939], [0.326360, 1.004818, -2.579943], [-1.920069, -2.744211, 1.979023], [-0.760210, -2.449346, 2.233980], [-2.686407, -2.023755, 1.081034], [-2.499860, -3.891017, 2.460597], [-2.523488, -1.034672, 0.991670], [-3.676709, -2.219389, 1.053006], [-3.390256, -4.191777, 2.107720], [-1.892747, -4.617292, 2.793789], [-2.056999, -3.316681, -2.961831], [-3.058607, -3.846300, -3.416734], [-1.886034, -1.959537, -2.958832], [-1.051700, -4.043833, -2.363703], [-1.073127, -1.458599, -2.636598], [-2.655606, -1.465645, -3.370681], [-0.181736, -3.602278, -2.124060], [-1.216581, -5.004399, -2.145306], [0.630917, 3.519546, -2.504169], [1.286406, 2.870006, -3.319897], [-0.593231, 4.050817, -2.787732], [1.005322, 3.628126, -1.172316], [-0.949710, 3.976378, -3.720781], [-1.112690, 4.563223, -2.094808], [0.341128, 4.081827, -0.569236], [1.969656, 3.505833, -0.935988], [1.338913, 3.101775, 3.311364], [1.728125, 1.775413, 2.671583], [1.818812, 0.823009, 3.709629], [0.351912, 3.078442, 3.759607], [1.552088, 3.937000, 2.643139], [2.075525, 3.249111, 4.111897], [2.683991, 1.876969, 2.145314], [0.964031, 1.443706, 1.969057], [1.794365, -0.077906, 3.338031], [2.729072, -2.403756, 4.315553], [2.442584, -2.825925, 2.884827], [2.108194, -1.698365, 2.093274], [3.345184, -3.142401, 4.831766], [1.793765, -2.281986, 4.858298], [3.315949, -1.486311, 4.276787], [1.643985, -3.569571, 2.862862], [3.329622, -3.287868, 2.443383], [1.168643, -1.769898, 1.867900], [2.220577, -2.835307, -1.089385], [2.495823, -1.906185, -2.267287], [1.461408, -2.054007, -3.243663], [2.884381, -2.661042, -0.241857], [2.425300, -3.844131, -1.442390], [1.201653, -2.676915, -0.728555], [3.415931, -2.285809, -2.744846], [2.727585, -0.854020, -2.081742], [1.152992, -1.199522, -3.570702]], "forces_ev_per_angstrom": [[-0.724, -1.794, 0.522], [0.673, 0.858, -0.306], [0.123, 0.229, -0.733], [-0.111, 0.626, 0.331], [0.192, 0.218, 0.001], [0.123, -0.036, 0.130], [-1.951, 0.298, 1.258], [0.427, -0.198, -0.691], [-0.282, -0.019, -0.061], [0.645, 0.088, -0.332], [0.449, -0.530, -0.337], [-0.003, -0.060, 0.306], [0.222, -0.786, 0.384], [-0.319, 0.111, -0.340], [-0.075, 0.133, 0.116], [0.204, 0.070, -0.136], [-0.061, 0.470, -0.151], [-0.071, 0.058, 0.137], [1.156, 0.528, 0.145], [-0.630, 0.017, 0.243], [-0.079, -0.204, -0.104], [-0.419, -0.295, -0.363], [-0.143, 0.284, 0.360], [0.130, -0.117, -0.080], [0.407, -0.224, -0.795], [-0.132, 0.192, 0.171], [-0.655, -0.075, 0.534], [-0.221, 0.295, -0.023], [0.580, 0.059, 0.057], [0.098, -0.192, -0.051], [-0.001, -0.013, -0.081], [0.163, 0.122, 0.076], [0.357, -0.318, 0.523], [-0.192, 0.009, 0.023], [-0.296, -0.265, -0.137], [-0.161, 0.691, -0.123], [0.064, -0.086, -0.121], [0.140, 0.175, -0.081], [0.101, -0.066, -0.056], [-0.015, -0.131, -0.202], [-0.083, -0.742, 0.578], [-0.094, 0.436, 0.159], [0.382, 0.047, 0.202], [-0.809, 0.188, -1.224], [0.039, -0.069, -0.070], [-0.125, -0.015, -0.033], [0.393, 0.089, 0.389], [0.061, -0.036, 0.141], [1.461, -0.219, 0.239], [-0.196, 0.127, 0.122], [-0.109, -0.399, 0.264], [-0.026, 0.251, -0.231], [-0.629, 0.034, -0.188], [-0.275, -0.027, 0.139], [-0.041, -0.032, -0.047], [0.186, 0.199, -0.492], [0.281, 0.282, -0.125], [0.241, -0.251, -0.252], [0.334, -0.432, 0.234], [-0.586, 0.373, -0.088], [-0.135, -0.110, 0.010], [0.075, 0.304, 0.144], [-0.168, 0.140, 0.233], [-0.047, 0.048, -0.108], [0.028, 0.036, -0.024], [0.002, -0.085, 0.018], [0.241, 0.761, -0.043], [0.658, -0.478, -1.151], [-0.102, -0.446, 0.424], [0.069, 0.172, -0.078], [-0.521, -0.202, 0.125], [-0.019, -0.328, -0.001], [-0.052, 0.143, 0.109], [-0.508, -0.028, 0.533], [0.363, 0.147, 0.080]], "homo_lumo_gap_ev": 9.112, "e_lumo_ev": 0.0, "de_lowest_ev": 0.000, "e_homo_ev": -9.14, "smiles": "NC(N)=O.NC(N)=O.NC(N)=O.CCO.CCO.CCO.CO.CO.CO.CO"}